(1)
Entry from OMol25: an isolated molecule of C21H24N4O7S3 (ωB97M-V with the def2-TZVPD basis set).

Computed properties:
Energy relative to the best compared isomer or geometry (same formula, charge and spin)   0.73 kcal/mol
SMILES   COCCn1/c(=N/C(=O)c2ccc(S(=O)(=O)N3CCOCC3)cc2)sc2cc(S(N)(=O)=O)ccc21
LUMO   -0.4 eV
Total charge   0
Gap between HOMO and LUMO   8.42 eV

Each line ends with the natural charge from an NBO analysis.
Cartesian coordinates (Å):
C  -3.52  -2.39  0.10  -0.2445
H  -3.88  -1.39  -0.11  0.2005
O  -2.11  -2.32  0.13  -0.5388
C  -1.49  -3.55  0.40  -0.0668
C  0.02  -3.32  0.43  -0.2410
N  0.38  -2.42  1.50  -0.3946
C  0.60  -1.11  1.25  0.3458
N  0.62  -0.61  0.06  -0.6291
C  0.87  0.73  0.01  0.6271
O  1.09  1.40  1.01  -0.6097
C  0.85  1.31  -1.35  -0.0456
C  1.35  2.60  -1.55  -0.1776
C  1.33  3.16  -2.81  -0.2029
C  0.81  2.43  -3.86  -0.3155
C  0.31  1.15  -3.69  -0.1896
C  0.33  0.59  -2.43  -0.1804
H  -0.05  -0.41  -2.25  0.2404
H  -0.08  0.63  -4.55  0.2387
S  0.72  3.15  -5.50  2.3145
O  1.40  4.41  -5.51  -0.9385
O  1.10  2.16  -6.47  -0.9353
N  -0.95  3.35  -5.63  -0.6702
C  -1.44  4.46  -4.84  -0.2674
H  -1.08  4.33  -3.82  0.2194
C  -2.97  4.44  -4.88  -0.0727
H  -3.38  5.31  -4.37  0.2013
O  -3.45  4.50  -6.20  -0.5187
C  -2.95  3.43  -6.97  -0.0723
H  -3.36  3.56  -7.98  0.2016
C  -1.42  3.43  -7.00  -0.2667
H  -1.03  2.57  -7.54  0.2389
H  -1.07  4.36  -7.48  0.1894
H  -3.30  2.47  -6.55  0.1666
H  -3.33  3.52  -4.39  0.1656
H  -1.06  5.41  -5.23  0.2000
H  1.71  4.15  -3.00  0.2467
H  1.74  3.14  -0.70  0.2395
S  0.88  -0.18  2.71  0.4848
C  0.66  -1.65  3.66  -0.2538
C  0.72  -1.80  5.03  -0.1788
C  0.52  -3.05  5.56  -0.3359
C  0.27  -4.16  4.75  -0.1818
C  0.21  -4.02  3.38  -0.2566
C  0.40  -2.75  2.83  0.2320
H  0.01  -4.87  2.75  0.2219
H  0.12  -5.11  5.23  0.2461
S  0.63  -3.28  7.32  2.3058
O  -0.04  -4.50  7.68  -0.9374
O  0.28  -2.06  7.98  -0.9338
N  2.28  -3.53  7.50  -1.0765
H  2.72  -2.78  8.01  0.4036
H  2.48  -4.43  7.91  0.4048
H  0.90  -0.96  5.69  0.2480
H  0.33  -2.84  -0.50  0.2577
H  0.54  -4.27  0.56  0.2125
H  -1.84  -3.94  1.37  0.1688
H  -1.73  -4.29  -0.38  0.1762
H  -3.91  -2.73  1.07  0.1684
H  -3.86  -3.08  -0.68  0.1659

(2)
Entry from OMol25: an isolated molecule of C7H8N2S (ωB97M-V with the def2-TZVPD basis set).

Computed properties:
Energy relative to the best compared isomer or geometry (same formula, charge and spin)   60.06 kcal/mol
SMILES   N#CC[C@@]1(S)CC=CC=N1
LUMO   -0.1 eV
Total charge   0
Gap between HOMO and LUMO   9.19 eV

Each line ends with the natural charge from an NBO analysis.
Cartesian coordinates (Å):
C  -2.43  0.01  -1.45  0.2737
C  2.14  -1.10  0.46  -0.3171
C  1.68  -0.15  1.30  -0.0785
C  1.30  -1.39  -0.65  0.1088
C  0.45  0.58  1.22  -0.5321
C  -0.19  0.35  -0.20  0.1338
C  -1.92  0.12  -0.10  -0.5265
N  -2.99  0.09  -2.44  -0.3125
N  0.22  -0.75  -0.95  -0.4773
S  0.16  1.93  -1.28  -0.0699
H  3.11  -1.66  0.64  0.2371
H  2.20  0.07  2.29  0.2098
H  1.54  -2.32  -1.25  0.1931
H  -0.22  0.31  1.98  0.2345
H  0.74  1.67  1.20  0.2613
H  -2.47  1.04  0.37  0.2566
H  -2.13  -0.84  0.44  0.2566
H  -1.18  2.04  -1.57  0.1486

(3)
Entry from OMol25: a 7-piece molecular cluster, C23H35ClNO13 overall (ωB97M-V with the def2-TZVPD basis set).

Computed properties:
Energy relative to the best compared isomer or geometry (same formula, charge and spin)   36.90 kcal/mol
Expectation value of S²   0.762
LUMO (spin up / spin down)   -1.1 / -5.5 eV
Spin multiplicity   2
Total charge   0
Gap between HOMO and LUMO (spin up / spin down)   8.40 / 4.08 eV

Each line ends with the Mulliken spin population.
Cartesian coordinates (Å):
Cl  -0.41  0.07  -0.58  0.0010
O  -0.09  -1.32  -0.72  0.0002
O  -0.07  0.80  -1.84  0.0001
O  -1.81  0.20  -0.35  -0.0001
O  0.52  0.59  0.40  0.0008
O  6.50  -0.37  1.46  0.0000
C  5.55  -0.42  0.69  -0.0001
O  4.68  0.66  0.54  0.0000
C  3.86  0.25  -0.59  -0.0009
C  4.59  -0.88  -1.35  0.0002
C  5.27  -1.57  -0.28  -0.0001
H  3.70  1.15  -1.17  0.0010
H  2.93  -0.08  -0.13  -0.0005
H  5.38  -0.57  -2.04  0.0000
H  4.05  -1.53  -2.03  0.0000
H  6.16  -2.05  -0.69  0.0000
H  4.62  -2.37  0.07  0.0000
O  -4.91  -3.21  -3.53  0.0000
C  -3.68  -3.09  -3.30  0.0000
O  -2.97  -4.11  -2.66  0.0000
C  -1.56  -3.81  -2.65  0.0000
C  -1.45  -2.61  -3.58  0.0000
C  -2.77  -1.90  -3.55  0.0000
H  -0.96  -4.65  -3.01  0.0000
H  -1.23  -3.64  -1.63  0.0000
H  -1.07  -3.05  -4.51  0.0000
H  -0.66  -1.96  -3.22  0.0000
H  -3.14  -1.36  -4.42  0.0000
H  -2.76  -1.17  -2.74  0.0000
O  4.28  -5.22  2.43  0.0000
C  3.33  -5.15  1.59  0.0000
O  3.20  -4.09  0.66  0.0000
C  2.04  -4.17  -0.20  0.0000
C  1.54  -5.64  0.08  0.0000
C  2.29  -6.14  1.30  0.0000
H  2.20  -4.11  -1.28  0.0000
H  1.23  -3.47  -0.01  0.0000
H  1.73  -6.32  -0.76  0.0000
H  0.47  -5.60  0.29  0.0000
H  2.86  -7.06  1.15  0.0000
H  1.77  -6.26  2.24  0.0000
O  -3.62  3.95  4.20  0.0001
C  -2.52  3.45  3.91  0.0009
O  -2.31  2.10  3.95  0.0001
C  -1.02  1.76  3.37  -0.0005
C  -0.26  3.07  3.41  0.0066
C  -1.31  4.15  3.47  -0.0042
H  -1.19  1.23  2.43  -0.0005
H  -0.50  0.97  3.91  -0.0001
H  0.45  3.15  2.59  -0.0032
H  0.30  3.25  4.33  0.0003
H  -1.59  4.44  2.45  0.0037
H  -1.06  5.01  4.09  -0.0006
N  0.67  3.80  -1.23  -0.0721
C  1.80  4.50  -1.45  0.3492
C  1.67  5.76  -0.79  0.2128
C  0.38  5.77  -0.13  0.0545
C  -0.11  4.49  -0.38  0.2608
H  0.38  2.91  -1.62  0.0094
H  2.49  3.88  -2.01  0.0252
H  2.37  6.58  -0.71  0.0020
H  0.01  6.64  0.39  -0.0025
H  -1.09  4.15  -0.08  0.1553
C  -5.67  0.93  0.45  0.0000
C  -5.46  2.40  0.46  -0.0002
O  -6.26  3.27  0.02  0.0000
C  -4.02  2.88  0.81  0.0001
H  -6.15  0.58  1.36  0.0000
H  -4.64  0.59  0.50  0.0000
H  -6.20  0.67  -0.46  0.0000
H  -3.91  3.94  1.04  0.0005
H  -3.30  2.70  0.01  0.0004
H  -3.54  2.28  1.58  0.0004

(4)
Entry from OMol25: C25H46N4ORuS2SbSi3 as an isolated structure (ωB97M-V with the def2-TZVPD basis set).

Computed properties:
LUMO (spin up / spin down)   -10.5 / -10.4 eV
Total charge   +3
Gap between HOMO and LUMO (spin up / spin down)   4.94 / 5.06 eV

Each line ends with the Löwdin charge.
Cartesian coordinates (Å):
Ru  0.06  0.40  0.59  0.3380
C  -5.21  -1.42  -2.40  -0.0471
C  -5.17  -1.55  -0.88  -0.1767
N  -3.83  -1.90  -0.44  -0.1125
C  -3.56  -3.31  -0.28  -0.2176
C  -4.32  -3.88  0.92  -0.0440
C  -2.95  -0.92  -0.26  -0.6060
S  -1.25  -1.38  -0.12  0.6983
N  -3.37  0.31  -0.34  0.1273
C  -2.80  1.46  0.02  -0.4215
O  -1.69  1.56  0.61  -0.1732
C  -3.58  2.66  -0.28  -0.1594
C  -4.68  2.58  -1.14  -0.0035
C  -5.42  3.71  -1.41  -0.0406
C  -5.08  4.93  -0.82  -0.0330
C  -3.98  5.01  0.03  -0.0495
C  -3.24  3.88  0.31  -0.0230
H  -6.20  -1.09  -2.71  0.0912
H  -5.01  -2.38  -2.88  0.0776
H  -4.49  -0.69  -2.76  0.0702
H  -5.85  -2.34  -0.56  0.1227
H  -5.46  -0.60  -0.42  0.1212
H  -2.49  -3.46  -0.16  0.0607
H  -3.89  -3.82  -1.19  0.1349
H  -4.19  -3.26  1.80  0.0877
H  -3.95  -4.88  1.14  0.0871
H  -5.38  -3.97  0.71  0.0783
H  -4.93  1.64  -1.60  0.1019
H  -6.28  3.66  -2.06  0.1182
H  -5.66  5.81  -1.03  0.1202
H  -3.73  5.95  0.48  0.1156
H  -2.40  3.93  0.99  0.1122
S  0.31  -0.25  3.01  0.7150
C  1.59  0.12  4.05  -0.7524
N  1.44  -0.25  5.36  0.1012
C  2.40  -0.01  6.27  0.0071
C  3.54  0.64  5.88  0.0220
C  3.63  1.01  4.53  -0.0610
N  2.69  0.74  3.64  0.0733
H  0.58  -0.72  5.64  0.1689
H  2.22  -0.34  7.29  0.1587
H  4.33  0.85  6.57  0.1301
H  4.50  1.53  4.16  0.1242
C  4.92  1.19  1.21  -0.2155
Si  4.91  -0.49  0.31  0.5875
C  5.69  -0.54  -1.41  -0.2004
C  4.87  -2.08  1.36  -0.2010
Sb  2.09  -0.58  -0.45  0.9629
Si  1.50  -2.89  -2.37  0.6535
C  1.13  -4.12  -0.96  -0.2060
C  3.18  -3.03  -3.25  -0.2001
C  0.09  -2.05  -3.34  -0.2126
Si  1.04  2.29  -0.80  0.5314
C  1.09  3.00  1.00  -0.1835
C  2.63  2.80  -1.73  -0.1878
C  -0.43  2.55  -2.00  -0.1633
H  5.75  1.24  1.92  0.0386
H  3.99  1.34  1.76  -0.0241
H  5.06  2.01  0.50  0.0303
H  6.73  -0.22  -1.36  0.0494
H  5.18  0.13  -2.10  0.0273
H  5.68  -1.54  -1.83  0.0265
H  5.77  -2.20  1.95  0.0469
H  4.78  -2.96  0.73  0.0327
H  4.02  -2.07  2.04  0.0203
H  2.05  -4.38  -0.44  0.0342
H  0.70  -5.05  -1.34  0.0485
H  0.44  -3.69  -0.24  -0.0137
H  3.96  -3.37  -2.57  0.0266
H  3.49  -2.09  -3.68  0.0343
H  3.11  -3.75  -4.05  0.0483
H  -0.32  -1.21  -2.78  -0.0306
H  -0.72  -2.74  -3.55  0.0426
H  0.46  -1.68  -4.30  0.0426
H  2.11  3.02  1.39  0.0302
H  0.46  2.46  1.73  -0.0051
H  0.71  4.01  0.96  0.0619
H  3.53  2.78  -1.12  0.0134
H  2.49  3.83  -2.06  0.0587
H  2.79  2.20  -2.62  0.0361
H  -1.08  3.35  -1.64  0.0425
H  -1.05  1.67  -2.15  0.0264
H  -0.05  2.86  -2.97  0.0471

(5)
Entry from OMol25: C31H20Cl2N7O4V as an isolated structure (ωB97M-V with the def2-TZVPD basis set).

Computed properties:
Energy relative to the best compared isomer or geometry (same formula, charge and spin)   4.21 kcal/mol
Expectation value of S²   2.014
LUMO (spin up / spin down)   -0.9 / -1.1 eV
Spin multiplicity   3
Total charge   0
Gap between HOMO and LUMO (spin up / spin down)   6.77 / 6.66 eV

Each line ends with the Mulliken spin population.
Cartesian coordinates (Å):
V  0.06  -0.09  0.10  1.9964
Cl  3.69  4.18  3.89  0.0001
C  2.62  2.89  3.46  0.0006
C  1.98  2.94  2.22  0.0005
C  1.13  1.91  1.86  0.0204
N  0.42  1.81  0.63  -0.0314
C  -0.27  2.89  0.21  0.0269
O  -0.08  4.06  0.50  -0.0019
C  -1.44  2.53  -0.67  -0.0107
C  -2.04  3.52  -1.43  -0.0024
C  -3.14  3.19  -2.21  0.0012
C  -3.60  1.89  -2.18  -0.0027
C  -2.94  0.97  -1.38  0.0044
N  -1.88  1.26  -0.64  0.0076
C  0.90  0.83  2.73  0.0176
C  1.52  0.79  3.97  -0.0120
C  2.38  1.83  4.32  0.0000
Cl  3.17  1.74  5.87  -0.0001
N  0.04  -0.13  2.18  -0.0585
C  -0.43  -1.17  2.87  0.0106
O  -0.22  -1.54  4.02  0.0208
C  -1.44  -1.92  2.01  0.0328
C  -2.21  -2.93  2.56  -0.0022
C  -3.16  -3.54  1.76  0.0032
C  -3.28  -3.15  0.44  0.0029
C  -2.44  -2.15  -0.04  0.0254
N  -1.55  -1.53  0.73  -0.0349
H  2.14  3.78  1.57  0.0001
H  -1.63  4.52  -1.38  -0.0004
H  -3.63  3.94  -2.82  0.0001
H  -4.46  1.57  -2.76  -0.0001
H  -3.30  -0.05  -1.34  -0.0046
H  1.35  -0.03  4.64  0.0011
H  -2.05  -3.18  3.60  0.0005
H  -3.79  -4.33  2.16  0.0001
H  -3.99  -3.60  -0.23  -0.0001
H  -2.46  -1.87  -1.08  -0.0114
O  -1.39  -2.68  -4.47  -0.0001
C  -1.37  -1.38  -4.81  0.0014
C  -1.95  -1.04  -6.04  -0.0007
C  -1.98  0.27  -6.45  0.0010
C  -1.45  1.28  -5.66  -0.0006
C  -0.88  0.96  -4.45  0.0015
C  -0.83  -0.37  -4.00  -0.0024
C  -0.25  -0.64  -2.68  -0.0027
O  0.19  0.33  -1.98  -0.0257
N  -0.20  -1.91  -2.25  0.0252
N  0.43  -1.86  -1.04  -0.0455
C  1.09  -2.82  -0.54  0.0205
C  2.02  -2.39  0.53  0.0156
C  2.84  -3.26  1.21  0.0064
C  3.85  -2.74  2.01  0.0000
C  4.01  -1.37  2.08  0.0031
C  3.11  -0.56  1.39  0.0134
N  2.12  -1.04  0.66  -0.0092
H  -0.95  -2.77  -3.59  -0.0017
H  -2.35  -1.84  -6.65  0.0000
H  -2.43  0.51  -7.41  0.0001
H  -1.47  2.31  -5.99  -0.0001
H  -0.46  1.72  -3.81  0.0011
H  1.11  -3.83  -0.95  -0.0002
H  2.71  -4.33  1.08  -0.0001
H  4.51  -3.40  2.56  0.0000
H  4.79  -0.92  2.67  0.0000
H  3.19  0.52  1.45  -0.0002

(6)
Entry from OMol25: C5H8O2 as an isolated structure (ωB97M-V with the def2-TZVPD basis set).

Computed properties:
Energy relative to the best compared isomer or geometry (same formula, charge and spin)   116.89 kcal/mol
LUMO   0.8 eV
Total charge   0
Gap between HOMO and LUMO   8.42 eV

Each line ends with the natural charge from an NBO analysis.
Cartesian coordinates (Å):
O  2.27  -0.40  -0.41  -0.6683
C  1.40  -0.12  0.59  0.1376
C  -0.09  1.33  0.03  -0.5291
C  -0.89  0.07  0.17  0.2142
O  -2.13  0.07  0.82  -0.6890
C  -0.55  -1.01  -0.81  -0.4494
C  0.15  -0.95  0.52  -0.3265
H  3.09  0.07  -0.22  0.4868
H  1.11  1.04  0.74  0.2437
H  -0.36  2.10  0.76  0.2276
H  0.05  1.74  -0.97  0.2078
H  -2.78  0.40  0.18  0.4701
H  -1.30  -1.80  -0.91  0.2263
H  0.01  -0.78  -1.72  0.2155
H  0.02  -1.77  1.23  0.2327

Number 1: strongest force on any atom 1.02 eV Å⁻¹. Number 2: strongest force on any atom 4.10 eV Å⁻¹. Number 3: strongest force on any atom 5.94 eV Å⁻¹. Number 4: strongest force on any atom 2.04 eV Å⁻¹. Number 5: strongest force on any atom 0.92 eV Å⁻¹. Number 6: strongest force on any atom 0.34 eV Å⁻¹.